1.
A structure of composition C6Br3F5P, computed with ωB97M-V/def2-TZVPD.

Structure (XYZ):
```
15
Properties=species:S:1:pos:R:3:forces:R:3:nbo_charge:R:1
C 1.939429 1.154815 0.796939 -0.4 -0.2 -0.3 0.313
C 1.769358 -0.198668 0.476145 -0.4 0.3 -0.1 0.285
C 0.995021 2.098466 0.381372 -0.2 -0.4 -0.1 0.325
C 0.646976 -0.587310 -0.245200 0.0 0.4 0.1 0.318
C -0.122501 1.694565 -0.355143 0.3 -0.3 0.1 0.326
C -0.283971 0.352078 -0.676783 0.0 -0.2 0.3 -0.237
F 2.975117 1.526641 1.517338 0.0 0.0 -0.1 -0.250
F 2.638023 -1.105001 0.883775 0.1 0.0 0.0 -0.258
F 1.134580 3.366698 0.711553 0.1 0.1 0.0 -0.263
F 0.398770 -1.879317 -0.480445 0.3 -0.1 0.0 -0.296
F -1.035721 2.571880 -0.724627 0.0 0.2 0.0 -0.266
P -2.434545 -2.444450 0.196415 -0.6 -0.2 -0.7 0.735
Br -2.173194 -4.090238 -1.201087 -0.1 0.7 0.5 -0.007
Br -1.848583 -0.270021 -1.559560 0.2 -0.1 0.3 0.292
Br -4.598760 -2.190139 0.279306 0.8 -0.1 -0.1 -0.017
```
Positions in Å, forces in eV/Å.

spin multiplicity: 1
strongest force on any atom: 0.019 hartree/bohr
charge: +1
orbital gap: 6.284 eV
energy relative to the best compared isomer or geometry (same formula, charge and spin): 0.0 kJ/mol


2.
A structure of composition C6Cl5NaO at a distorted geometry, computed with ωB97M-V/def2-TZVPD.

Structure (XYZ):
```
13
Properties=species:S:1:pos:R:3:forces:R:3:nbo_charge:R:1
Na 0.028400 -0.089600 -0.254600 0.8 -2.5 0.9 0.964
Cl -2.073900 6.549700 1.059600 0.0 0.1 0.0 0.039
C -1.596000 5.040400 0.383500 0.0 -0.1 0.1 -0.133
C -1.258100 3.973300 1.209100 -0.1 0.3 -0.1 -0.060
Cl -1.310700 4.139400 2.917300 0.0 0.1 0.2 0.047
C -0.875900 2.766200 0.655000 -0.1 0.4 -0.4 -0.183
Cl -0.462600 1.461000 1.692900 0.1 -0.4 0.7 -0.038
C -0.802700 2.535000 -0.736800 -0.2 0.5 -0.1 0.350
O -0.448800 1.417400 -1.226400 -0.5 1.6 -1.4 -0.873
C -1.156000 3.650800 -1.543300 0.0 -0.1 0.1 -0.143
Cl -1.081400 3.415300 -3.241100 0.0 0.0 -0.2 0.038
C -1.539700 4.862600 -1.001700 0.0 -0.1 0.1 -0.063
Cl -1.951600 6.163600 -2.037700 -0.1 0.2 -0.1 0.056
```
Positions in Å, forces in eV/Å.

spin multiplicity: 1
strongest force on any atom: 0.055 hartree/bohr
orbital gap: 6.814 eV


3.
A structure of composition C6F18O18S6Zn at a distorted geometry, computed with ωB97M-V/def2-TZVPD.

Structure (XYZ):
```
49
Properties=species:S:1:pos:R:3:forces:R:3:nbo_charge:R:1
Zn -0.210812 0.378110 -0.445177 0.5 -0.1 0.1 1.769
C 0.463945 -3.401391 2.346980 -3.3 2.4 -0.4 0.731
F 1.710917 -3.025990 2.367547 1.2 -0.1 1.0 -0.314
F 0.279970 -4.093110 1.265872 -0.1 -1.6 -1.6 -0.326
F 0.092984 -4.206770 3.382507 1.0 0.3 0.2 -0.361
S -0.792534 -1.873918 2.233820 -0.7 0.7 -0.6 2.316
O -0.510820 -1.167529 0.945343 0.0 -2.3 2.7 -1.019
O -2.124580 -2.447904 2.328508 0.5 -0.9 -0.9 -0.990
O -0.515631 -1.176488 3.461147 1.3 0.7 0.3 -1.003
C -2.705356 -2.921150 -2.517317 0.3 1.1 1.1 0.732
F -3.828525 -3.555886 -2.097304 -0.1 0.1 -0.4 -0.359
F -1.710156 -3.450211 -1.774888 -0.3 0.4 -0.8 -0.322
F -2.537480 -3.225233 -3.821064 0.1 -0.1 0.8 -0.335
S -2.934278 -0.946926 -2.284272 3.8 1.9 -2.8 2.304
O -2.855986 -0.530333 -3.716867 0.0 -0.9 2.1 -0.996
O -4.238275 -0.790681 -1.745131 -0.9 -0.4 1.2 -0.950
O -1.759321 -0.383358 -1.497572 -3.5 -2.4 -2.0 -1.037
C -2.709933 2.417267 2.981804 1.0 -0.7 -1.7 0.744
F -2.940995 3.723450 3.171170 -0.4 0.1 0.2 -0.341
F -1.480352 2.155224 3.361507 0.9 0.1 0.6 -0.309
F -3.516972 1.706724 3.775208 -0.5 0.3 -0.3 -0.329
S -2.801900 1.998795 1.073476 -1.4 -0.5 -4.1 2.285
O -3.961109 1.138041 0.949287 0.3 -0.2 1.4 -0.976
O -3.070015 3.258848 0.369611 0.8 -0.2 1.8 -0.980
O -1.584014 1.328061 0.525679 -1.8 2.2 3.0 -1.053
C 2.720118 -3.169983 -1.301283 -2.5 0.9 0.1 0.742
F 1.791980 -4.160151 -1.017239 1.3 1.2 0.1 -0.341
F 3.189642 -2.597931 -0.170526 0.1 -1.4 -0.8 -0.313
F 3.672096 -3.780963 -2.009516 0.3 0.4 0.4 -0.332
S 1.854941 -1.726139 -2.257299 -2.9 2.8 -3.8 2.278
O 0.958527 -2.286996 -3.304667 1.7 -0.9 1.9 -0.981
O 1.037652 -0.875052 -1.363811 2.1 -2.4 -0.1 -1.033
O 2.921922 -0.952513 -2.890721 0.6 -1.3 1.3 -0.978
C 0.282085 4.614582 -1.033071 -0.5 -0.7 0.8 0.729
F -0.915306 4.578094 -0.380764 1.0 0.5 -1.6 -0.311
F 0.449013 5.809105 -1.705678 -0.3 -0.7 1.0 -0.360
F 1.168065 4.531174 -0.011829 0.0 0.3 -1.4 -0.318
S 0.468522 3.251598 -2.372935 -1.0 -3.6 -1.6 2.293
O 0.253373 1.926687 -1.661303 0.8 3.6 -1.1 -1.056
O -0.578867 3.443414 -3.403364 1.0 0.8 2.0 -0.971
O 1.802064 3.415986 -2.944472 -0.7 0.5 1.3 -0.967
C 3.711250 0.239341 1.906111 0.4 2.6 -1.8 0.703
F 4.621282 0.627003 2.821220 0.7 0.5 0.4 -0.368
F 4.396884 -0.282003 0.875102 0.4 0.2 -0.3 -0.344
F 3.041085 -0.694551 2.426512 -1.9 -2.5 1.5 -0.299
S 2.525901 1.649504 1.371169 -0.8 -1.1 -0.9 2.344
O 2.155164 2.221489 2.653004 0.2 -0.1 -0.4 -0.984
O 3.197365 2.509626 0.425308 0.6 -0.1 0.7 -0.966
O 1.516469 0.801038 0.710177 0.8 0.8 1.2 -1.047
```
Positions in Å, forces in eV/Å.

spin multiplicity: 1
strongest force on any atom: 0.107 hartree/bohr
charge: -4
orbital gap: 7.697 eV
energy relative to the best compared isomer or geometry (same formula, charge and spin): 377.5 kJ/mol